[1]
A structure of composition C30H27CuI2N3OS, computed with wB97M-V/def2-TZVPD.

Last column: Löwdin charge in e.
Geometry (Å):
I 6.994 0.014 1.495  0.8242
I 2.759 -3.716 -0.571  0.9160
Cu -0.215 -0.112 -0.097  0.5676
S -4.103 1.890 -1.187  1.1318
O 1.005 -1.445 0.744  -0.1922
N 0.877 1.581 1.010  -0.0668
N -1.661 1.090 -1.105  0.0499
N 1.413 0.355 -1.405  0.0561
C -3.143 3.728 -3.118  -0.0697
C 0.071 3.982 -6.005  -0.0436
C -2.054 4.180 -3.833  -0.0327
C -0.608 2.578 -2.783  0.0413
C -1.820 -0.807 0.797  -0.1073
C 3.958 0.488 -2.468  -0.0368
C 1.803 -0.509 -2.345  -0.1209
C 2.656 0.006 1.641  -0.1695
C -2.955 2.685 -2.217  -0.4607
C 1.699 3.422 -4.213  -0.0619
C 1.593 0.943 2.135  -0.1314
C -4.306 -1.518 1.915  -0.0918
C -1.695 2.114 -2.040  -0.2659
C 3.557 1.382 -1.492  -0.0123
C -3.011 -0.172 0.423  -0.2605
C 0.390 4.154 -4.514  -0.5569
C 4.632 -1.669 0.618  -0.2381
C -3.137 -2.169 2.300  -0.0811
C 0.589 5.643 -4.202  -0.0443
C -1.910 -1.817 1.748  -0.0915
C 4.982 -0.508 1.294  -0.7596
C -2.839 0.866 -0.589  -0.5071
C 3.996 0.315 1.811  -0.1352
C 3.296 -1.984 0.458  -0.6352
C -4.248 -0.511 0.969  -0.0610
C 2.272 1.288 -0.981  -0.2691
C 3.063 -0.473 -2.911  -0.0538
C -0.773 3.615 -3.682  -0.1620
C 1.749 2.255 0.056  -0.1314
C 2.252 -1.162 0.942  -0.4613
H -1.008 -2.335 2.052  0.0937
H -2.199 4.992 -4.533  0.1093
H -4.118 4.175 -3.259  0.1109
H 1.158 3.019 -0.460  0.1240
H 0.346 2.097 -2.647  0.0787
H 4.964 0.529 -2.866  0.1163
H 3.341 -1.205 -3.656  0.1101
H -0.833 4.521 -6.288  0.0775
H -3.188 -2.962 3.038  0.1001
H 5.394 -2.321 0.213  0.0786
H 1.418 6.043 -4.790  0.0861
H -5.256 -1.801 2.351  0.0993
H 4.269 1.220 2.343  0.0986
H -0.074 2.929 -6.250  0.0924
H 0.894 4.366 -6.611  0.0859
H 0.818 5.790 -3.144  0.0899
H 2.055 1.701 2.780  0.1211
H 1.630 2.354 -4.432  0.0874
H 1.996 3.538 -3.168  0.0780
H 4.239 2.126 -1.101  0.1237
H -5.154 -0.003 0.658  0.0938
H 0.846 0.396 2.713  0.1293
H -0.301 6.228 -4.437  0.0775
H 1.082 -1.265 -2.628  0.1187
H 0.187 2.228 1.370  0.1256
H 2.596 2.760 0.537  0.1282
H 2.497 3.837 -4.830  0.0900

Its spin multiplicity is 2. Its gap between HOMO and LUMO (alpha / beta) is 0.2695 / 0.2740 Eh. The highest occupied orbital energy (alpha / beta) comes out at -7.328 / -7.425 eV. The value obtained for the largest force on an atom is 0.07 eV Å⁻¹. As for the energy above the lowest of the compared OMol25 structures with the same formula, charge and spin: 0.000 eV. As for the total charge: 0.

[2]
A structure of composition C30H27F3IrN4O6Si, computed with wB97M-V/def2-TZVPD.

Last column: Löwdin charge in e.
Geometry (Å):
Ir 1.052 -0.607 0.644  1.4965
Si 0.776 -0.380 -3.513  0.4312
F 3.630 0.961 -0.477  0.0743
F 2.693 1.183 2.277  -0.0795
F 3.645 -0.757 1.924  -0.0346
O -6.114 -0.518 3.740  0.1156
O -2.812 5.354 1.346  0.1877
O -0.579 -1.176 -0.504  -0.1761
O -5.083 1.423 3.970  0.1147
O -2.734 -0.649 -0.827  0.0903
O -4.190 4.104 0.435  0.2331
N -0.122 1.134 0.750  -0.0186
N 1.948 -2.418 0.355  -0.0858
N -0.006 -1.901 2.133  -0.0659
N 1.590 0.320 -2.105  0.0413
C -2.538 0.236 3.684  -0.0117
C -3.723 -0.415 3.338  -0.1452
C 1.844 -4.783 0.766  -0.0225
C 0.911 -2.225 -3.341  -0.1666
C 3.518 -3.867 -0.687  -0.0635
C 1.092 2.704 -2.399  -0.0103
C -1.241 -1.494 2.601  -0.2962
C -1.621 -0.406 -0.418  -0.5997
C 2.908 -4.974 -0.067  -0.0664
C 1.355 -3.475 0.999  -0.2561
C 1.760 0.206 -4.996  -0.1679
C -2.015 3.131 0.839  -0.0903
C -3.651 -1.613 2.633  -0.0168
C 3.003 -2.618 -0.447  -0.1394
C -2.430 -2.151 2.264  -0.0103
C 2.417 -0.177 2.125  -0.4545
C 2.839 1.942 -0.912  -0.2406
C -5.004 0.255 3.702  -0.4852
C -1.348 0.936 0.239  -0.1533
C 0.291 -3.181 1.867  -0.0994
C -2.328 1.908 0.273  0.0969
C -1.017 0.134 -3.693  -0.1519
C 2.294 4.254 -1.004  -0.0592
C -0.746 3.345 1.352  0.0471
C 1.310 3.987 -1.963  -0.0759
C -1.319 -0.297 3.332  -0.0250
C -3.013 4.228 0.885  -0.5434
C 1.817 1.594 -1.855  -0.3290
C 3.078 3.225 -0.490  -0.0099
C 0.177 2.319 1.295  -0.0746
H 1.363 -5.613 1.267  0.1141
H 2.060 -0.518 3.100  0.0926
H 2.465 5.270 -0.675  0.1100
H -0.252 -3.989 2.348  0.1269
H -3.300 1.681 -0.144  0.1464
H 3.869 3.408 0.224  0.1287
H 3.287 -5.972 -0.243  0.1074
H -0.399 0.206 3.606  0.1077
H -5.879 -1.444 3.616  0.0921
H -0.482 4.295 1.797  0.1339
H 1.954 -2.544 -3.302  0.0260
H 2.818 -0.041 -4.887  0.0326
H -2.602 1.168 4.230  0.1236
H 0.411 -2.555 -2.428  0.0201
H -1.278 0.178 -4.753  0.0381
H 1.174 2.424 1.692  0.1030
H 0.720 4.800 -2.365  0.1093
H 1.680 1.285 -5.143  0.0261
H 3.416 -1.727 -0.902  0.1062
H -4.550 -2.116 2.293  0.1185
H 1.394 -0.282 -5.903  0.0336
H -1.681 -0.585 -3.213  0.0268
H 0.325 2.499 -3.134  0.0935
H 0.436 -2.725 -4.189  0.0378
H -1.237 1.113 -3.261  0.0195
H 4.368 -3.981 -1.343  0.1028
H -2.392 -3.036 1.643  0.1195

Its spin multiplicity is 6. Its gap between HOMO and LUMO (alpha / beta) is 0.1894 / 0.2004 Eh. The highest occupied orbital energy (alpha / beta) comes out at -6.366 / -8.691 eV. The value obtained for the largest force on an atom is 0.14 eV Å⁻¹. As for the energy above the lowest of the compared OMol25 structures with the same formula, charge and spin: 0.000 eV. As for the total charge: 0.